(1)
DFT (ωB97M-V/def2-TZVPD) results for C36H40N3P2PdS as an isolated structure.

Computed properties:
Multiplicity   1
Energy above the lowest of the compared OMol25 structures with the same formula, charge and spin   0.0 kcal/mol
Total charge   -1
Molar mass   715.172 g mol⁻¹
Orbital gap   6.4 eV

CARTESIAN COORDINATES (ANGSTROEM)
Pd1 0.872 0.439 -0.897
C1 -1.477 2.175 0.761
P1 -1.353 1.452 -0.956
C2 -1.425 2.970 -1.972
C3 -2.220 3.049 -3.114
C4 -2.196 4.183 -3.913
C5 -1.374 5.252 -3.584
C6 -0.575 5.178 -2.451
C7 -0.594 4.045 -1.652
C8 -3.029 0.760 -1.200
C9 -3.129 -0.491 -1.798
C10 -4.373 -1.075 -2.014
C11 -5.523 -0.408 -1.624
C12 -5.434 0.842 -1.016
C13 -4.194 1.422 -0.808
C14 -0.090 2.443 1.267
C15 0.449 3.217 2.285
C16 1.858 2.999 2.247
C17 2.100 2.113 1.205
C18 3.327 1.521 0.587
P2 2.955 -0.108 -0.420
C19 3.128 -1.317 0.940
C20 2.808 -0.970 2.248
C21 2.912 -1.911 3.267
C22 3.353 -3.195 2.990
C23 3.682 -3.544 1.685
C24 3.562 -2.613 0.665
C25 4.625 -0.065 -1.203
C26 4.780 0.179 -2.564
C27 6.047 0.278 -3.122
C28 7.176 0.108 -2.331
C29 7.030 -0.150 -0.976
C30 5.762 -0.224 -0.414
N1 0.912 1.794 0.634
H1 -1.993 1.425 1.370
H2 -2.104 3.071 0.750
H3 -2.866 2.221 -3.378
H4 -2.822 4.230 -4.795
H5 -1.352 6.136 -4.210
H6 0.074 6.005 -2.188
H7 0.044 3.989 -0.776
H8 -2.225 -1.017 -2.084
H9 -4.425 -2.062 -2.455
H10 -6.493 -0.862 -1.787
H11 -6.334 1.361 -0.710
H12 -4.128 2.400 -0.346
H13 -0.092 3.849 2.975
H14 2.597 3.455 2.890
H15 4.124 1.341 1.315
H16 3.739 2.195 -0.174
H17 2.454 0.029 2.474
H18 2.642 -1.632 4.279
H19 3.434 -3.927 3.785
H20 4.021 -4.548 1.461
H21 3.785 -2.885 -0.358
H22 3.893 0.265 -3.179
H23 6.153 0.475 -4.182
H24 8.164 0.171 -2.769
H25 7.903 -0.294 -0.351
H26 5.658 -0.422 0.646
C31 -3.145 -1.627 3.397
C32 -3.415 -1.350 1.923
N2 -2.599 -2.155 1.035
C33 -1.170 -1.864 1.001
C34 -0.320 -2.983 1.596
C35 -3.117 -3.132 0.219
C36 -4.553 -3.532 0.451
N3 -2.491 -3.746 -0.719
H27 -3.773 -0.994 4.027
H28 -2.103 -1.421 3.647
H29 -3.350 -2.672 3.637
H30 -3.223 -0.294 1.706
H31 -4.465 -1.511 1.693
H32 -0.995 -0.931 1.543
H33 -0.838 -1.667 -0.021
H34 -0.542 -3.125 2.657
H35 0.738 -2.742 1.489
H36 -0.507 -3.926 1.084
H37 -5.242 -2.742 0.146
H38 -4.740 -3.761 1.502
H39 -4.744 -4.415 -0.153
H40 -1.540 -3.398 -0.828
S1 1.931 -1.331 -1.989

The Mulliken scheme yields these atomic charges, measured in e: -1.1121 -0.7199 1.1829 0.7949 -0.6323 -0.6065 -0.5093 -0.7492 -0.5423 0.3671 -0.3229 -0.4912 -0.5230 -0.6809 -0.2292 -0.8008 -0.9881 -1.2140 -0.1343 -1.3077 2.1589 0.5183 -0.1854 -0.6871 -0.4744 -0.7873 -0.4766 0.2522 -0.2927 -0.6663 -0.4170 -0.7240 -0.4473 0.7914 0.2977 0.6017 0.3433 0.3928 0.3589 0.4232 0.3426 0.3418 0.3579 0.3651 0.3970 0.3236 0.4864 0.4477 0.5061 0.5541 0.1935 0.4077 0.3516 0.3766 0.4135 0.3959 0.3774 0.3629 0.3758 0.2663 -1.4175 0.1670 0.9384 -0.7589 -0.7957 1.1553 -1.6404 -0.8787 0.4791 0.2382 0.2989 -0.4745 0.5209 0.2463 0.1102 0.2905 -0.0039 0.3652 0.3181 0.3216 0.4048 0.2865 -0.5761



(2)
DFT (ωB97M-V/def2-TZVPD) results for one molecule with the formula C6H11NO4 at a distorted geometry.

Computed properties:
Multiplicity   1
Energy above the lowest of the compared OMol25 structures with the same formula, charge and spin   167.4 kcal/mol
Molar mass   161.157 g mol⁻¹
Orbital gap (alpha / beta)   9.9 / 7.3 eV

CARTESIAN COORDINATES (ANGSTROEM)
C1 1.785 -1.171 1.127
C2 1.912 -0.451 -0.204
C3 1.281 1.033 -0.118
C4 -0.122 1.016 0.076
C5 -1.845 -0.805 -0.346
C6 -1.191 0.464 -0.800
N1 0.892 -0.904 1.982
O1 0.591 -1.306 3.117
O2 1.536 -1.234 -1.254
O3 1.961 1.770 0.867
O4 -2.172 1.549 -0.848
H1 2.498 -1.905 1.399
H2 2.941 -0.238 -0.222
H3 1.669 1.522 -1.040
H4 -0.592 1.533 1.000
H5 -2.895 -0.797 -0.330
H6 -1.492 -1.177 0.544
H7 -1.669 -1.521 -1.142
H8 -0.917 0.400 -1.952
H9 0.649 -0.886 -1.485
H10 1.743 1.407 1.725
H11 -2.271 1.758 0.079

The Mulliken scheme yields these atomic charges, measured in e: -0.5419 0.0742 -0.4386 -0.5165 -1.3195 0.5170 0.3057 -0.5095 -0.5618 -0.5631 -0.5441 0.5240 0.3972 0.3758 0.0657 0.4845 0.3795 0.3196 0.4372 0.3767 0.4174 0.3206



(3)
DFT (ωB97M-V/def2-TZVPD) results for a 3-piece molecular cluster, C8H16FN4O4 overall at a distorted geometry.

Computed properties:
Multiplicity   1
Total charge   +1
Molar mass   251.238 g mol⁻¹
Orbital gap   10.7 eV

CARTESIAN COORDINATES (ANGSTROEM)
F1 -1.508 -0.639 0.001
C1 -0.796 -1.663 -0.680
C2 0.621 -1.238 -1.173
C3 1.689 -1.056 -0.019
N1 1.136 -0.234 1.078
C4 0.963 -0.765 2.349
C5 0.371 0.285 3.143
N2 0.277 1.347 2.234
C6 0.745 1.069 0.989
H1 -0.787 -2.563 -0.013
H2 -1.400 -1.908 -1.599
H3 0.599 -0.327 -1.825
H4 1.002 -2.091 -1.802
H5 2.566 -0.532 -0.496
H6 2.096 -2.042 0.325
H7 1.207 -1.776 2.728
H8 0.053 0.323 4.201
H9 -0.126 2.250 2.502
H10 0.803 1.694 0.079
C7 -3.653 4.256 3.258
N3 -2.501 3.550 3.880
O1 -1.399 3.700 3.365
O2 -2.733 2.876 4.856
H11 -3.296 4.818 2.399
H12 -4.374 3.500 2.953
H13 -4.073 4.923 4.008
C8 1.811 -2.477 -5.899
N4 1.757 -2.618 -4.419
O3 1.218 -3.608 -3.966
O4 2.261 -1.724 -3.760
H14 1.327 -3.340 -6.349
H15 1.287 -1.561 -6.161
H16 2.859 -2.428 -6.186

The Mulliken scheme yields these atomic charges, measured in e: -0.3047 -0.4233 -0.0804 -0.8401 0.1776 -0.2179 -0.3271 0.0763 -0.0306 0.2633 0.3174 0.3795 0.0808 0.2922 0.3584 0.3616 0.3941 0.2007 0.3631 -0.6795 0.8555 -0.6230 -0.4737 0.3130 0.2833 0.2850 -0.7244 0.8436 -0.5067 -0.5085 0.3123 0.2909 0.2912



(4)
DFT (ωB97M-V/def2-TZVPD) results for C26H38N5S2Si2V as an isolated structure at a distorted geometry.

Computed properties:
Multiplicity   4
Energy above the lowest of the compared OMol25 structures with the same formula, charge and spin   48.2 kcal/mol
Total charge   -1
Molar mass   591.875 g mol⁻¹
Orbital gap (alpha / beta)   4.2 / 5.7 eV

CARTESIAN COORDINATES (ANGSTROEM)
V1 0.158 -0.129 -0.167
C1 -1.117 -2.720 3.666
C2 -0.291 -2.219 4.694
C3 0.706 -1.340 4.380
C4 0.895 -0.924 3.033
N1 0.046 -1.361 2.045
C5 -0.892 -2.250 2.390
C6 1.955 -0.091 2.617
C7 2.889 0.505 3.509
C8 3.895 1.291 3.034
C9 4.015 1.493 1.637
C10 3.070 0.907 0.831
N2 2.047 0.148 1.259
H1 -1.896 -3.447 3.853
H2 -0.429 -2.541 5.720
H3 1.368 -0.981 5.155
H4 -1.505 -2.623 1.585
H5 2.791 0.348 4.574
H6 4.597 1.750 3.720
H7 4.812 2.082 1.204
H8 3.142 1.029 -0.240
C11 -2.163 -4.121 -0.319
Si1 -2.208 -2.316 -0.872
C12 -3.195 -2.265 -2.459
C13 -3.187 -1.291 0.370
N3 -0.629 -1.651 -1.077
C14 0.186 -2.069 -2.144
C15 0.065 -3.272 -2.836
C16 0.900 -3.587 -3.909
C17 1.876 -2.688 -4.298
C18 2.021 -1.480 -3.615
C19 1.194 -1.142 -2.537
N4 1.231 0.057 -1.815
Si2 2.003 1.437 -2.500
C20 1.591 2.992 -1.530
C21 1.414 1.754 -4.250
C22 3.887 1.266 -2.568
H9 -2.819 -4.301 0.539
H10 -1.145 -4.399 -0.032
H11 -2.481 -4.790 -1.127
H12 -4.192 -2.696 -2.302
H13 -2.702 -2.819 -3.264
H14 -3.315 -1.228 -2.789
H15 -3.708 -1.925 1.095
H16 -3.932 -0.690 -0.160
H17 -2.547 -0.605 0.929
H18 -0.690 -3.988 -2.527
H19 0.781 -4.531 -4.427
H20 2.534 -2.918 -5.128
H21 2.801 -0.794 -3.923
H22 0.877 3.600 -2.095
H23 2.489 3.595 -1.353
H24 1.140 2.779 -0.559
H25 0.331 1.917 -4.250
H26 1.628 0.911 -4.914
H27 1.898 2.649 -4.661
H28 4.201 0.342 -2.074
H29 4.387 2.103 -2.069
H30 4.246 1.233 -3.603
C23 -1.303 1.150 -1.009
H31 -1.588 0.800 -2.005
H32 -0.913 2.173 -1.117
H33 -2.217 1.211 -0.405
S1 -0.176 2.030 1.890
C24 -1.567 2.824 2.195
N5 -2.041 3.055 3.447
C25 -2.901 4.226 3.559
C26 -3.769 4.166 2.314
S2 -2.639 3.557 1.021
H34 -1.359 2.871 4.170
H35 -2.311 5.148 3.557
H36 -3.489 4.183 4.475
H37 -4.154 5.144 2.030
H38 -4.594 3.464 2.431

The Mulliken scheme yields these atomic charges, measured in e: 0.1257 -1.4126 -0.3878 -1.1961 0.5130 0.5051 0.0457 0.6402 -0.8894 -0.5866 -1.0803 0.2757 0.5539 0.4473 0.4045 0.2486 0.1048 0.2890 0.3972 0.4517 -0.1749 -1.5064 0.3514 -1.2609 -1.1938 0.9083 0.8646 -0.8153 -0.9840 -1.0529 -0.8986 0.8178 0.7634 0.1885 -1.0307 -1.2430 -1.4528 0.4610 0.3312 0.4078 0.3787 0.3726 0.2845 0.4466 0.3730 0.1048 0.2713 0.3645 0.3676 0.3384 0.3196 0.4385 0.0347 0.2784 0.3657 0.3723 0.3792 0.3999 0.3374 -1.1041 0.0898 0.3550 0.3113 0.0248 0.1219 -0.2832 -0.6702 -0.4728 -0.0758 0.2773 0.2867 0.3344 0.3609 0.2860



(5)
DFT (ωB97M-V/def2-TZVPD) results for a 3-piece molecular cluster, C15H24F3N4O9 overall at a distorted geometry.

Computed properties:
Multiplicity   1
Total charge   +1
Molar mass   461.370 g mol⁻¹
Orbital gap   9.0 eV

CARTESIAN COORDINATES (ANGSTROEM)
C1 -0.207 2.698 -2.334
C2 -1.387 2.779 -1.434
O1 -2.077 3.766 -1.329
O2 -1.667 1.627 -0.682
C3 -1.344 1.674 0.633
O3 -1.216 0.650 1.271
C4 -1.217 3.021 1.330
N1 -0.424 2.866 2.525
C5 0.872 2.607 2.464
N2 1.501 2.457 1.302
C6 2.733 2.158 1.625
N3 2.897 2.123 2.932
N4 1.711 2.430 3.504
C7 1.496 2.527 4.939
C8 0.929 3.881 5.336
C9 0.452 3.886 6.761
F1 1.379 3.464 7.605
F2 -0.628 3.116 6.893
F3 0.104 5.132 7.097
H1 -0.474 3.075 -3.309
H2 0.152 1.687 -2.446
H3 0.568 3.335 -1.939
H4 -2.204 3.349 1.612
H5 -0.796 3.808 0.723
H6 -0.904 2.916 3.399
H7 3.523 1.960 0.936
H8 3.769 1.904 3.385
H9 2.479 2.463 5.382
H10 0.937 1.677 5.307
H11 1.709 4.622 5.237
H12 0.103 4.218 4.731
C10 0.711 -1.402 -6.850
O4 -0.193 -2.036 -5.940
C11 -0.551 -1.286 -4.906
O5 -0.180 -0.163 -4.680
O6 -1.384 -1.997 -4.149
C12 -1.841 -1.303 -2.989
H13 0.913 -2.124 -7.635
H14 0.259 -0.513 -7.283
H15 1.642 -1.145 -6.348
H16 -2.392 -0.408 -3.273
H17 -1.002 -1.042 -2.347
H18 -2.504 -1.974 -2.452
C13 -0.652 -4.971 -3.270
O7 0.045 -5.147 -2.032
C14 -0.516 -6.033 -1.213
O8 -1.518 -6.658 -1.429
O9 0.226 -6.106 -0.108
C15 -0.266 -7.035 0.861
H19 -0.101 -4.232 -3.839
H20 -0.682 -5.904 -3.830
H21 -1.661 -4.605 -3.095
H22 -0.283 -8.043 0.453
H23 -1.261 -6.751 1.196
H24 0.422 -6.997 1.700

The Mulliken scheme yields these atomic charges, measured in e: -0.9634 0.7882 -0.5089 -0.2895 0.5174 -0.5786 -0.7946 -0.0771 0.3669 -0.4241 -0.1366 -0.3542 0.4727 -0.6482 -0.5631 0.8182 -0.2580 -0.2558 -0.2525 0.3793 0.2740 0.2763 0.3936 0.4919 0.2569 0.4812 0.2370 0.3263 0.3459 0.3621 0.3138 -0.6449 -0.3287 0.7847 -0.5457 -0.2627 -0.7612 0.2233 0.2990 0.3003 0.3227 0.3210 0.3058 -0.4800 -0.3136 0.7930 -0.5303 -0.3239 -0.6321 0.0767 0.3486 0.2436 0.2993 0.2933 0.2146



| no. | electronic energy (Eh) |
| --- | --- |
| 1 | -2768.98162 |
| 2 | -590.71997 |
| 3 | -933.85557 |
| 4 | -3606.84853 |
| 5 | -1781.55896 |